Entry 1:
The following is a quantum chemistry calculation of C27H24BrCl5MoN4O7 as an isolated structure, from the Open Molecules 2025 dataset.

spin multiplicity	3
LUMO energy (spin up / spin down)	-1.3 / -1.9	eV
relative energy (zero: lowest compared OMol25 entry of this formula, charge and spin)	16.457	eV
energy	-183179.149	eV
HOMO energy (spin up / spin down)	-7.793 / -7.790	eV
expectation value of S²	2.01

Geometry (Å):
Mo1 -0.343 0.668 -0.766
O1 2.161 3.418 0.621
C1 1.523 2.522 1.092
O2 0.635 1.851 0.286
C2 1.422 2.240 2.582
C3 -0.042 2.256 3.064
C4 -0.075 2.320 4.602
C5 0.219 0.848 4.976
C6 0.523 0.266 3.595
O3 -0.476 0.926 2.784
C7 1.851 0.837 3.070
C8 2.594 -0.050 2.056
O4 2.509 -1.284 2.266
O5 3.192 0.542 1.142
H1 2.003 3.036 3.045
H2 -0.690 2.971 2.561
H3 -1.055 2.639 4.954
H4 0.667 3.017 4.992
H5 -0.660 0.369 5.407
H6 1.052 0.734 5.670
H7 0.449 -0.808 3.487
H8 2.550 0.952 3.903
Br1 -1.355 4.120 0.513
C9 -2.670 2.806 0.227
C10 -3.972 3.128 0.586
C11 -4.981 2.222 0.332
C12 -4.662 1.022 -0.284
C13 -3.343 0.772 -0.590
N1 -2.341 1.640 -0.328
C14 -2.970 -0.518 -1.293
O6 -3.822 -1.310 -1.611
O7 -1.688 -0.651 -1.506
H9 -4.169 4.085 1.046
H10 -6.003 2.454 0.600
H11 -5.396 0.272 -0.539
C15 3.164 -2.532 -2.549
C16 2.622 -1.292 -3.154
N2 1.469 -0.576 -0.736
C17 1.011 -1.783 -0.183
N3 -0.087 -1.675 0.459
C18 -0.545 -2.859 1.170
C19 0.623 -3.786 1.498
C20 1.425 -4.114 0.242
N4 1.748 -2.885 -0.498
C21 3.103 -2.670 -1.012
H12 4.212 -2.585 -2.855
H13 2.664 -3.399 -3.008
H14 0.488 -1.666 -2.382
H15 2.935 -0.782 -4.054
H16 1.930 0.697 -2.258
H17 -1.291 -3.369 0.551
H18 -1.054 -2.535 2.079
H19 0.256 -4.712 1.943
H20 1.288 -3.289 2.203
H21 0.870 -4.800 -0.406
H22 2.361 -4.596 0.521
H23 3.693 -3.544 -0.743
H24 3.553 -1.813 -0.505
Cl1 -1.951 3.546 -2.920
C22 -1.251 2.133 -3.615
C23 -0.358 1.357 -2.864
C24 0.192 0.315 -3.592
Cl2 1.251 -0.498 -2.352
C25 -0.219 -0.180 -4.811
Cl3 0.394 -1.664 -5.434
C26 -1.137 0.597 -5.503
Cl4 -1.635 0.131 -7.075
C27 -1.626 1.774 -4.911
Cl5 -2.736 2.741 -5.794

Formally, the Löwdin partial charges of the atoms, in units of the elementary charge, are as follows: Mo 1.63; O 0.11; C -0.52; O -0.32; C -0.10; C -0.30; C -0.09; C -0.10; C -0.25; O -0.08; C -0.10; C -0.66; O -0.04; O -0.01; H 0.16; H 0.06; H 0.11; H 0.11; H 0.11; H 0.11; H 0.14; H 0.16; Br 0.94; C -0.70; C -0.09; C -0.02; C 0.02; C -0.16; N -0.02; C -0.55; O 0.11; O -0.22; H 0.10; H 0.12; H 0.13; C -0.18; C -0.17; N -0.27; C -0.52; N 0.08; C -0.18; C -0.15; C -0.13; N -0.03; C -0.13; H 0.13; H 0.13; H 0.10; H 0.09; H 0.12; H 0.12; H 0.11; H 0.12; H 0.10; H 0.12; H 0.12; H 0.13; H 0.13; Cl 0.72; C -0.67; C -0.25; C -0.41; Cl 0.89; C -0.66; Cl 0.75; C -0.69; Cl 0.72; C -0.69; Cl 0.70

=====

Entry 2:
The following is a quantum chemistry calculation of an isolated ion of composition C2H5BrN and charge +1 in a non-equilibrium geometry, from the Open Molecules 2025 dataset.

LUMO energy	-3.9	eV
relative energy (zero: lowest compared OMol25 entry of this formula, charge and spin)	0.085	eV
energy	-73678.744	eV
charge	+1
structure (SMILES)	Br[C@@H]1C[NH2+]1
HOMO energy	-15.386	eV

Geometry (Å):
Br1 2.396 0.002 0.062
C1 0.600 -0.095 -0.611
C2 -0.523 0.685 0.080
N1 -0.402 -0.699 0.354
H1 0.419 -0.223 -1.701
H2 -0.302 1.270 0.909
H3 -1.225 1.227 -0.587
H4 0.123 -0.767 1.293
H5 -1.086 -1.399 0.201

Formally, the Löwdin partial charges of the atoms, in units of the elementary charge, are as follows: Br 0.82; C -0.57; C -0.10; N 0.08; H 0.13; H 0.11; H 0.16; H 0.20; H 0.17

=====

Entry 3:
The following is a quantum chemistry calculation of C4H7NO2 in the gas phase in a non-equilibrium geometry, from the Open Molecules 2025 dataset.

LUMO energy	0.6	eV
relative energy (zero: lowest compared OMol25 entry of this formula, charge and spin)	1.385	eV
energy	-9845.894	eV
structure (SMILES)	O=CCCNC=O
HOMO energy	-9.750	eV

Geometry (Å):
O1 -2.643 -1.232 0.851
C1 -2.393 -1.015 -0.308
C2 -1.121 -0.308 -0.723
C3 0.070 -0.427 0.230
N1 0.893 0.767 0.173
C4 2.253 0.690 0.109
O2 2.955 1.611 -0.257
H1 -2.917 -1.570 -1.103
H2 -0.878 -0.404 -1.798
H3 -1.405 0.755 -0.687
H4 -0.395 -0.544 1.220
H5 0.717 -1.274 0.073
H6 0.592 1.689 -0.104
H7 2.673 -0.239 0.515

Formally, the Löwdin partial charges of the atoms, in units of the elementary charge, are as follows: O 0.05; C -0.25; C -0.14; C -0.19; N 0.02; C -0.37; O 0.01; H 0.12; H 0.12; H 0.12; H 0.12; H 0.12; H 0.14; H 0.13